1.
This record from OMol25 describes a molecular structure, C23H27BrN5O2SSe2Te2Ti at a distorted geometry. The level of theory is ωB97M-V/def2-TZVPD.

```
64
Properties=species:S:1:pos:R:3
H 1.87 -1.18 3.70
C 1.51 2.33 0.83
H 0.61 0.42 2.71
N -0.52 0.11 -3.13
H 3.29 -0.50 2.93
H 2.68 0.28 -2.05
H 1.78 -2.27 -0.21
C 2.09 -2.28 -3.20
C -1.85 2.72 4.58
H -2.67 -0.29 -4.44
N 1.05 -1.54 -2.78
Se -1.26 -1.87 2.34
C -2.90 -1.32 -0.83
C -4.02 -1.48 -1.62
C 2.23 -1.97 1.73
H -2.95 -1.61 0.21
H -4.81 -1.21 -3.60
N 1.49 0.30 2.24
O -1.05 0.55 1.05
N 1.92 -1.45 0.37
H 3.19 1.39 1.77
C 2.75 0.55 -1.00
C -3.19 4.18 3.26
H -2.68 4.55 5.32
Se -0.31 -3.54 -0.79
C 1.18 -0.30 -4.80
H -3.51 3.56 1.22
H 2.12 2.22 2.88
H 3.56 -2.69 -4.70
H -3.77 5.09 3.16
C -3.95 -1.11 -2.94
Br -1.01 2.28 6.23
C -2.77 -0.59 -3.41
C -2.16 1.27 1.09
C 2.26 -1.04 -5.21
H 3.64 -0.34 0.72
H -1.16 0.93 3.64
C -2.59 3.89 4.48
O -2.98 1.35 0.19
C 2.14 1.57 2.01
N -1.71 -0.86 -1.28
H 1.46 -2.69 1.99
C 2.73 -2.07 -4.40
H 2.74 -0.83 -6.17
H -0.78 0.81 -3.79
C -2.31 2.16 2.30
H 3.19 -2.51 1.73
C -3.05 3.33 2.18
C -1.71 1.85 3.51
H -4.92 -1.89 -1.19
H 0.78 0.50 -5.42
C -1.67 -0.49 -2.57
C 0.59 -0.61 -3.58
Ti -0.30 -0.99 0.13
H 2.40 -3.08 -2.53
C 2.26 -0.82 2.75
H 3.74 -1.32 -0.72
Te -2.02 -4.97 0.34
Te -1.11 -4.33 2.81
C 3.08 -0.67 -0.14
S 1.16 1.34 -0.66
H 0.52 2.72 1.11
H 2.14 3.16 0.53
H 3.54 1.30 -0.92
```

Output
HOMO level (alpha / beta): -6.5 / -6.5 eV
multiplicity: 2
energy relative to the best compared isomer or geometry (same formula, charge and spin): 0.8787 eV
lowest unoccupied orbital energy (alpha / beta): 0.137 / 0.116 eV
<S²>: 0.757



2.
This record from OMol25 describes 18 unconnected molecules or ions with the total composition C23H27Cl51FN3O3S2 at a distorted geometry. The level of theory is ωB97M-V/def2-TZVPD.

```
110
Properties=species:S:1:pos:R:3
Cl -0.26 -4.97 3.40
C 2.60 3.46 0.80
Cl 5.99 6.17 2.79
Cl -0.66 -8.44 5.63
Cl 3.74 9.10 -7.49
Cl -3.85 -3.94 4.77
H 4.14 6.91 -6.71
Cl 1.45 3.01 -0.46
Cl 0.44 -11.06 6.23
Cl -6.76 -1.71 -1.18
H -5.79 -6.27 7.94
C -2.49 2.81 1.27
H 7.73 9.97 -12.44
H -5.72 -1.81 -4.09
C 0.75 -9.49 5.48
Cl -3.59 -0.87 -4.42
Cl 5.02 -0.44 0.48
Cl -1.38 4.02 1.93
O -3.47 -1.64 0.70
C 6.76 -0.36 0.80
H 2.49 4.52 1.00
C 2.74 3.13 -4.25
H 1.55 4.01 -7.25
Cl -0.23 5.91 -4.34
C 0.60 -3.44 3.60
Cl -5.59 -9.24 5.12
C 7.28 9.05 -12.05
Cl -3.08 -4.71 7.47
H 7.28 -0.65 -0.11
C 1.34 0.76 -3.29
H -5.45 3.11 6.35
S -2.63 -0.91 -0.32
H -0.20 -2.28 -0.67
Cl 6.14 8.44 -13.26
Cl 6.79 1.08 -2.66
C -0.76 -2.28 -1.67
F -3.60 0.31 -0.96
H -2.36 4.97 -4.03
Cl 4.85 -1.08 -2.52
Cl -0.90 3.23 -3.43
H -2.70 -2.94 -1.27
Cl -3.21 -10.77 4.43
O 1.92 2.78 -5.37
C 2.04 3.91 -6.22
H 0.93 -0.01 -1.18
Cl -0.31 2.21 6.00
Cl -8.47 -2.03 1.16
H -0.65 -3.35 -2.09
Cl -1.52 0.27 4.19
Cl -5.57 5.20 7.41
Cl -3.03 3.27 -0.35
Cl -0.14 -2.18 2.60
Cl 8.57 7.88 -11.76
Cl -3.87 2.57 2.35
C 6.46 -0.61 -3.07
H 0.25 -1.83 -3.72
C -4.78 -2.18 -4.48
C 1.14 -0.44 -2.23
C -0.14 -1.29 -2.77
Cl -7.74 -6.98 9.05
C -5.43 4.14 6.00
H 1.63 -3.58 3.27
Cl -4.26 -3.54 -3.47
Cl -6.61 0.20 1.01
Cl -4.01 -10.50 7.21
C 6.94 5.37 1.54
C -4.58 -10.63 5.54
C 4.18 7.39 -7.69
N 2.89 4.87 -5.56
H 0.40 1.42 -3.24
C -6.01 -6.62 8.95
Cl -3.01 1.25 6.49
Cl -5.57 -5.33 10.09
S 2.83 1.81 -2.98
H -6.13 -2.09 1.05
Cl 4.26 3.16 0.27
H -0.89 -0.49 -3.15
Cl -1.67 4.09 -6.10
Cl 6.62 -0.86 -4.82
Cl -3.97 -6.73 5.58
H -5.19 -11.53 5.45
Cl -6.80 4.38 4.90
Cl 5.82 7.24 -8.33
Cl -5.06 -8.07 9.26
H -2.21 2.47 4.65
H -1.95 1.86 1.19
Cl 1.20 -9.69 3.78
Cl 7.21 -1.47 2.09
Cl -3.90 4.42 5.16
H 1.37 0.30 -4.34
H 1.59 -9.02 6.00
H 2.06 -1.13 -2.17
C -1.42 4.60 -4.43
C -6.89 -1.49 0.57
H 6.29 4.69 0.99
Cl 3.02 6.57 -8.75
C -3.11 -5.20 5.77
Cl 6.44 9.44 -10.54
H -2.08 -5.34 5.43
H 7.20 -1.23 -2.57
Cl 8.25 4.42 2.26
C -1.82 1.66 5.25
O -1.44 -0.28 0.36
Cl 7.24 1.30 1.20
N -2.24 -2.04 -1.54
Cl 2.26 2.57 2.30
Cl 0.62 -2.95 5.30
Cl -5.03 -2.71 -6.14
N 3.33 4.44 -4.33
Cl 7.59 6.55 0.39
```

Output
HOMO level: -8.7 eV
lowest unoccupied orbital energy: -0.502 eV



3.
This record from OMol25 describes C23H27ClN4O in the gas phase. The level of theory is ωB97M-V/def2-TZVPD.

```
56
Properties=species:S:1:pos:R:3
H 1.34 0.85 -3.83
H 0.95 2.42 -3.11
H 1.91 -3.53 -1.89
H -3.81 2.15 2.86
H 2.93 3.65 -1.88
H -2.42 0.36 1.98
H -2.82 -4.71 -1.16
C 0.89 -3.28 -1.65
H -2.31 2.66 0.93
C -0.77 -2.04 -1.11
H -1.12 -1.80 2.09
C -1.50 0.97 1.99
H -3.69 -0.60 -0.23
H 4.87 1.02 -2.90
O -1.10 2.20 -1.95
H 3.58 0.18 -3.92
C -0.06 -1.64 1.89
C -1.67 -1.01 -0.70
H -1.01 0.78 2.94
C 2.19 -2.42 1.94
C -2.98 -1.36 -0.52
C 1.71 -0.24 1.09
C -1.25 0.42 -0.38
C -1.87 2.45 1.91
C -0.54 1.22 -1.49
Cl 3.34 -3.68 2.30
C 3.17 2.65 -1.51
C 0.85 -2.63 2.21
H 2.54 2.49 -0.63
N 0.71 0.82 -1.83
C 2.88 1.63 -2.57
H -0.16 3.16 3.04
H -3.22 3.82 2.93
H -4.47 -2.94 -0.53
N -1.25 -3.34 -1.23
C 3.83 0.91 -3.16
H 4.21 2.64 -1.21
C -3.43 -2.70 -0.68
H -2.18 0.97 -0.29
H -0.90 4.39 2.00
C -2.56 -3.67 -1.02
N -0.58 0.57 0.93
N 0.53 -2.00 -1.36
H 3.69 -1.08 1.20
H -0.28 -5.19 -1.73
C 0.36 -0.44 1.31
H 0.10 3.11 1.29
C -0.18 -4.13 -1.57
C -2.91 2.77 2.98
H 2.03 0.69 0.65
C 2.64 -1.23 1.39
H 0.53 -3.56 2.65
C 1.43 1.45 -2.93
H -2.51 2.59 3.98
C -0.63 3.33 2.07
H 0.99 -0.12 -1.57
```

Output
HOMO level: -8.4 eV
energy relative to the best compared isomer or geometry (same formula, charge and spin): 0.6158 eV
SMILES: C=C(C)CNC(=O)[C@@H](c1cccn2ccnc12)N(CC(C)C)c1ccc(Cl)cc1
lowest unoccupied orbital energy: 0.369 eV



4.
This record from OMol25 describes a molecular structure, C23H27F10N4O4S2W at a distorted geometry. The level of theory is ωB97M-V/def2-TZVPD.

```
71
Properties=species:S:1:pos:R:3
N 2.40 -0.72 3.93
F -4.37 0.23 3.78
S 0.45 3.45 -0.91
C 4.07 -1.40 1.67
F 0.49 1.46 1.77
C -1.12 1.70 3.51
F -0.30 2.52 4.15
H -1.06 2.24 -4.11
C 1.77 -1.13 5.16
N -0.07 -0.48 -2.21
C -0.37 1.42 -3.92
H 0.77 -0.68 5.30
C -2.78 0.00 2.09
C 4.51 -0.71 -0.59
H -2.68 1.80 4.98
H 0.57 1.85 -3.60
O -0.67 2.64 -0.45
H 0.19 -1.27 -4.14
C 2.95 4.17 -3.07
N -0.97 -0.18 0.36
C 1.51 -2.38 -2.88
H 1.99 -2.33 -1.91
H 4.42 -1.76 2.63
H 3.57 0.88 4.57
C 2.23 -0.65 0.29
H -1.46 1.11 -2.09
C -3.17 0.54 3.31
C -1.80 -1.03 -0.50
H -0.26 -2.31 -1.20
F 4.10 4.24 -3.71
H 3.02 1.00 2.91
C 1.25 4.13 0.66
N 1.47 2.36 -1.48
F 0.33 4.29 1.59
F 1.84 5.27 0.43
H 1.70 -2.36 2.93
C 2.73 0.70 3.91
H 2.28 -2.57 -3.63
F 1.95 4.15 -3.94
C -1.53 0.29 1.54
W 0.70 0.57 -0.39
H 2.39 -0.82 6.00
H 0.81 -0.90 2.49
O 3.14 1.56 -3.10
C -1.00 0.51 -2.87
C -0.92 -1.55 -1.62
F 2.16 3.24 1.09
O 0.20 4.54 -1.78
H 1.89 1.33 4.24
H 6.02 -1.40 0.77
H 0.83 -3.23 -2.89
C 4.97 -1.19 0.63
S 2.99 2.57 -2.11
H -2.66 -0.47 -0.88
F 2.84 5.20 -2.24
C 1.82 -1.29 2.73
C 3.16 -0.48 -0.75
H -0.20 0.90 -4.86
H -1.55 -2.00 -2.40
O 3.95 2.74 -1.08
F -3.65 -0.79 1.46
C 0.81 -1.08 -3.26
H 5.19 -0.54 -1.42
C 2.72 -1.11 1.53
H 2.82 -0.17 -1.74
H 1.55 -0.33 -3.54
C -2.36 1.39 4.04
H -2.18 -1.89 0.04
C -0.74 1.15 2.31
H 1.66 -2.21 5.18
H -1.79 -0.05 -3.37
```

Output
total charge: +1
HOMO level (alpha / beta): -10.9 / -10.9 eV
multiplicity: 3
energy relative to the best compared isomer or geometry (same formula, charge and spin): 0.0000 eV
lowest unoccupied orbital energy (alpha / beta): -4.247 / -3.968 eV
<S²>: 2.025



5.
This record from OMol25 describes 2 unconnected molecules or ions with the total composition C23H27F2N2O at a distorted geometry. The level of theory is ωB97M-V/def2-TZVPD.

```
55
Properties=species:S:1:pos:R:3
H 1.41 -5.33 -2.26
C 2.96 4.22 0.84
C -2.13 2.82 0.85
H 4.05 0.97 0.83
H 3.01 -3.54 -4.18
C -4.58 2.81 0.81
H 2.07 4.84 0.86
C -4.63 4.21 0.82
C -3.61 -2.39 0.49
C 0.37 2.74 0.80
H 0.38 3.82 0.73
F 4.29 6.19 0.81
C -1.86 -4.10 0.43
H -1.31 -4.80 1.06
C -3.37 2.12 0.83
N -2.33 -1.80 0.36
H -3.36 1.03 0.82
C 4.10 2.06 0.83
C 2.88 2.80 0.84
C 1.88 -3.35 -1.61
C 5.33 2.71 0.81
H -0.67 -2.54 1.42
H -1.27 4.84 0.93
H -4.28 -1.88 1.20
C 4.22 4.82 0.82
C 5.42 4.11 0.81
H 6.25 2.12 0.80
H -5.52 2.25 0.80
H 1.65 1.03 0.88
H 0.73 -4.05 -3.24
H 0.82 -3.93 0.15
F -3.44 6.26 0.85
H -4.13 -2.41 -0.49
H -0.91 1.03 0.86
C -3.41 4.88 0.85
C 1.64 -4.36 -2.72
H -2.22 -0.83 0.12
H 2.54 -5.21 -4.46
C -3.31 -3.87 0.89
C -0.23 -2.40 -0.66
H 3.70 -4.83 -3.20
H 2.01 -2.33 -2.00
H 2.78 -3.61 -1.03
C -0.88 2.12 0.84
C 1.61 2.12 0.85
H -4.00 -4.58 0.44
O -0.37 -1.50 -1.48
H -1.86 -4.47 -0.60
N 0.78 -3.29 -0.64
H -5.57 4.75 0.80
C -1.23 -2.68 0.47
C 2.79 -4.49 -3.69
H 6.37 4.62 0.79
C -2.18 4.25 0.88
H -3.36 -3.95 1.99
```

Output
total charge: +1
HOMO level: -10.4 eV
lowest unoccupied orbital energy: -6.033 eV



6.
This record from OMol25 describes a molecular structure, C23H27F32GaO6P. The level of theory is ωB97M-V/def2-TZVPD.

```
90
Properties=species:S:1:pos:R:3
H 9.11 -4.85 0.81
H -3.40 1.63 -3.29
H 4.46 -2.16 -0.10
H 8.45 -6.46 0.97
H -0.96 -2.29 0.63
H -0.68 -0.73 -1.34
F 2.43 3.70 -2.75
F -2.38 0.48 3.68
C -6.31 2.78 1.63
C 6.09 -5.14 3.87
H 0.17 4.81 0.83
F -3.82 2.11 3.70
H -6.09 -0.46 1.52
F 8.76 -7.45 3.92
F -1.65 2.82 -2.63
F -6.36 4.04 -7.19
C -5.77 0.43 2.06
O 1.19 -3.96 0.32
C 0.00 -1.82 0.42
H -4.19 0.31 4.49
C -0.75 2.63 -1.62
C -5.05 3.01 -2.96
H 3.04 -5.01 2.20
F 2.34 2.17 -0.35
F 0.00 4.84 -1.96
C -3.69 0.77 3.63
H 5.83 -4.07 3.86
C 2.82 3.43 -0.43
O 7.48 -4.89 1.93
H -3.99 3.75 -4.73
C 9.86 -7.14 3.22
F 0.34 2.06 -2.15
C 0.83 -2.81 -0.38
F -7.54 3.17 1.22
C 9.76 -5.76 2.58
H 3.29 -0.72 1.17
H 3.87 4.72 -1.81
H -0.99 0.07 0.24
C 6.41 -5.59 2.44
O -6.03 4.09 -5.02
C -4.47 1.60 -3.09
F 9.68 -4.82 3.54
H -5.40 3.65 -0.13
F -4.04 3.32 1.28
F 3.84 3.52 0.46
C 8.66 -5.54 1.53
H 1.59 -3.09 3.07
C 3.40 3.73 -1.81
H -4.78 4.94 -3.74
F 10.92 -7.15 4.08
O 1.88 4.37 -0.07
F 7.15 -5.35 4.68
H -1.19 1.96 -0.88
C 0.54 4.01 0.19
F -7.56 1.73 -4.84
C -5.29 3.70 0.96
H 10.03 -7.91 2.46
C -4.91 3.95 -4.17
F -4.38 3.64 -1.95
F 5.34 -5.30 1.69
C -4.27 0.23 2.32
O -6.12 1.50 1.19
F -7.74 1.71 -7.02
H -8.40 3.21 -5.88
F -6.29 2.88 2.97
Ga 2.37 -3.67 1.77
F 10.95 -5.58 1.93
C -7.57 2.51 -5.95
F -4.67 0.95 -1.92
C -0.27 -0.52 -0.34
F 6.62 -6.93 2.37
H 1.69 -2.30 -0.84
F -4.06 -1.11 2.36
F -3.57 0.72 1.27
H 0.46 3.10 0.79
F 4.32 2.79 -2.12
F -5.10 0.92 -4.07
F -5.46 4.97 1.38
H 0.19 -3.13 -1.22
H -6.35 0.44 2.99
F -6.35 2.94 -2.59
C -6.24 3.26 -6.09
P 3.96 -1.98 1.22
C -0.43 3.99 -1.00
F -1.62 4.47 -0.54
O 5.13 -1.91 2.18
H 0.63 0.09 -0.47
H 0.45 -1.57 1.38
F 5.05 -5.86 4.34
F -5.21 2.42 -6.30
```

Output
total charge: -1
HOMO level: -4.8 eV
energy relative to the best compared isomer or geometry (same formula, charge and spin): 0.1927 eV
lowest unoccupied orbital energy: 1.817 eV



> Number 5 is which compound?

C23H27F2N2O